i) Here is the molecule CH3NOSi from OMol25. Energies are from ωB97M-V/def2-TZVPD.

Calculated values
highest occupied orbital energy	-0.370	Ha
SMILES string	N#CO[SiH3]
multiplicity	1
orbital gap	10.240	eV
charge	0

```
7
CH3NOSi (ωB97M-V/def2-TZVPD)
C 1.625 -0.308 0.243
N 2.734 0.211 -0.332
O 0.445 -0.522 0.550
Si -0.962 0.050 -0.094
H -1.416 0.819 1.032
H -0.593 0.999 -1.124
H -1.832 -1.248 -0.276
```

---

ii) Here is a cluster of 2 separate species, CH3NOSi in total from OMol25. Energies are from ωB97M-V/def2-TZVPD.

Calculated values
highest occupied orbital energy	-0.333	Ha
multiplicity	1
orbital gap	8.541	eV
charge	0

```
7
CH3NOSi (ωB97M-V/def2-TZVPD)
C -2.796 -0.392 -0.092
N -3.893 -0.088 -0.017
O 1.371 0.596 -0.232
Si 2.049 -0.849 -0.153
H 1.860 1.426 -0.156
H 3.166 -0.044 0.833
H -1.758 -0.651 -0.184
```

---

Most favorable first, least favorable last: ii), i)

---

i) Here is a cluster of 33 separate species, H66O33 in total from OMol25. Energies are from ωB97M-V/def2-TZVPD.

Calculated values
highest occupied orbital energy	-0.402	Ha
multiplicity	1
orbital gap	10.987	eV
charge	0

```
99
H66O33 (ωB97M-V/def2-TZVPD)
O 2.870 5.503 2.460
H 3.338 4.888 3.087
H 3.509 6.219 2.341
O -1.648 -2.986 -3.293
H -0.902 -2.349 -3.453
H -2.240 -2.631 -2.641
O 4.321 -1.037 2.499
H 5.009 -0.492 2.900
H 3.580 -0.393 2.486
O -1.570 -4.510 0.269
H -1.692 -4.841 -0.646
H -2.509 -4.424 0.564
O -3.578 -0.316 -4.959
H -3.717 -0.135 -4.027
H -3.600 -1.325 -4.899
O 1.800 -0.045 -1.605
H 1.861 -1.008 -1.298
H 1.027 0.103 -2.192
O -1.193 -5.250 -2.391
H -1.336 -4.347 -2.781
H -1.856 -5.755 -2.841
O 0.909 1.582 5.291
H 0.676 1.984 4.456
H 1.818 1.265 5.250
O -4.298 -1.283 -2.153
H -3.904 -0.465 -1.813
H -5.127 -1.459 -1.635
O 2.606 1.181 2.439
H 3.073 1.186 1.565
H 1.687 1.263 2.199
O 0.014 -1.282 1.968
H 0.694 -0.669 1.647
H 0.449 -2.137 2.152
O -4.172 -1.237 2.928
H -3.284 -0.849 3.138
H -4.586 -0.447 2.463
O -1.856 2.597 0.788
H -2.159 1.988 0.097
H -1.906 3.499 0.579
O 3.424 3.201 4.313
H 3.269 2.373 3.831
H 2.542 3.410 4.684
O 2.212 -4.646 -2.702
H 1.392 -4.188 -3.039
H 1.787 -5.413 -2.248
O -0.185 -4.443 2.794
H -0.780 -4.334 3.552
H -0.714 -4.669 1.981
O -2.738 0.730 -1.005
H -2.168 0.957 -1.776
H -2.504 -0.228 -0.914
O -1.665 5.398 0.309
H -2.068 6.227 0.102
H -0.995 5.499 1.017
O 2.424 -2.554 -0.856
H 2.437 -2.917 0.020
H 2.546 -3.287 -1.525
O 2.243 3.753 -0.254
H 2.442 4.315 0.499
H 1.496 3.173 0.016
O 3.900 1.534 0.179
H 3.612 2.410 -0.073
H 3.569 1.037 -0.598
O 0.216 5.023 2.025
H 0.258 4.295 2.627
H 1.098 5.092 1.685
O 2.402 -3.142 2.017
H 3.125 -2.927 2.632
H 2.047 -3.950 2.341
O -0.244 2.201 2.965
H -0.759 1.543 3.471
H -0.877 2.378 2.210
O -0.642 1.571 -2.793
H -0.900 1.515 -3.749
H -0.462 2.493 -2.581
O 0.325 -1.152 -4.106
H 1.213 -1.534 -4.281
H 0.020 -0.590 -4.832
O -1.252 0.847 -5.359
H -2.074 0.315 -5.176
H -1.608 1.446 -6.106
O -3.979 -3.588 0.993
H -4.701 -4.097 1.371
H -3.835 -2.787 1.506
O -1.775 -0.098 3.492
H -1.036 -0.640 3.147
H -1.802 -0.192 4.454
O 0.801 1.337 0.497
H -0.165 1.403 0.369
H 1.320 0.908 -0.227
O -1.506 -1.711 -0.821
H -0.817 -1.328 -0.326
H -1.626 -2.626 -0.530
O 3.320 -1.767 -3.740
H 3.269 -1.197 -2.953
H 4.244 -1.624 -4.072
O -0.363 4.447 -2.197
H 0.304 4.520 -1.557
H -1.123 4.690 -1.642
```

---

ii) Here is a cluster of 33 separate species, H66O33 in total from OMol25. Energies are from ωB97M-V/def2-TZVPD.

Calculated values
highest occupied orbital energy	-0.395	Ha
multiplicity	1
orbital gap	10.776	eV
charge	0

```
99
H66O33 (ωB97M-V/def2-TZVPD)
O -2.372 1.449 -4.245
H -3.222 1.277 -4.743
H -2.674 1.976 -3.438
O 4.923 1.827 1.155
H 4.489 2.661 1.003
H 5.014 1.801 2.095
O -3.793 -2.251 -3.645
H -3.856 -2.944 -4.266
H -2.866 -1.970 -3.798
O -0.894 -2.526 -4.461
H -0.612 -1.920 -5.234
H -0.515 -2.097 -3.659
O 2.018 -2.726 -3.343
H 1.600 -2.868 -2.477
H 1.416 -3.070 -3.993
O 1.008 1.163 2.210
H 1.005 1.420 1.299
H 0.121 1.520 2.536
O 0.137 -0.161 -2.084
H 0.054 0.182 -2.959
H 0.672 -0.957 -2.004
O -2.784 2.666 4.018
H -3.022 2.984 4.893
H -2.237 1.859 4.129
O -0.377 0.199 -5.323
H -0.047 0.399 -6.200
H -1.209 0.649 -5.181
O -2.431 2.830 -1.741
H -3.096 2.619 -1.092
H -1.863 3.566 -1.464
O -6.343 1.772 -1.320
H -5.605 1.911 -0.694
H -7.110 1.504 -0.751
O 1.674 4.886 2.385
H 2.157 4.554 3.146
H 2.291 4.748 1.674
O 4.981 -2.653 -0.904
H 5.166 -1.667 -1.007
H 5.412 -2.991 -1.771
O -0.651 4.544 -0.399
H -0.606 4.231 0.528
H -0.341 5.456 -0.407
O -1.741 -1.787 3.080
H -1.133 -2.513 2.866
H -2.019 -1.448 2.215
O 0.353 -3.507 3.542
H 0.696 -2.745 3.999
H 0.241 -4.206 4.206
O 5.295 -3.309 -3.754
H 4.362 -3.302 -3.835
H 5.606 -2.400 -3.806
O 1.016 1.992 -0.540
H 0.488 2.775 -0.669
H 0.707 1.326 -1.183
O 1.034 -1.472 0.413
H 0.751 -0.743 0.997
H 1.779 -1.881 0.925
O -0.908 0.516 4.344
H -1.132 -0.178 3.677
H -1.166 0.129 5.228
O 4.484 0.185 -1.267
H 4.580 0.776 -0.519
H 3.521 -0.074 -1.173
O -0.627 -3.115 -1.435
H -0.502 -2.371 -0.794
H -0.319 -3.826 -0.845
O 2.213 -0.936 3.661
H 3.026 -1.248 3.305
H 1.890 -0.244 3.072
O -5.057 1.144 -4.801
H -4.977 0.233 -4.473
H -5.528 1.635 -4.111
O 1.093 -4.548 0.259
H 0.676 -4.404 1.105
H 1.997 -4.142 0.190
O -2.036 -1.881 5.720
H -2.301 -2.452 4.964
H -2.021 -2.448 6.483
O 3.697 -3.222 1.476
H 4.403 -2.919 0.760
H 4.049 -4.073 1.833
O -0.676 3.328 2.171
H 0.110 3.795 2.504
H -1.429 3.347 2.766
O -3.472 -2.805 -0.838
H -2.544 -3.071 -1.082
H -3.845 -2.840 -1.742
O 2.929 2.775 3.697
H 2.299 2.281 3.147
H 2.632 2.486 4.570
O -3.883 1.939 0.479
H -3.634 2.332 1.314
H -3.405 1.068 0.543
O 3.385 4.217 -0.025
H 3.921 4.653 -0.728
H 2.964 3.409 -0.454
O -2.534 -0.567 0.407
H -3.043 -1.291 -0.090
H -1.877 -0.227 -0.225
```

---

Most favorable first, least favorable last: i), ii)

---

i) Here is the molecule C5H4O from OMol25. Energies are from ωB97M-V/def2-TZVPD.

Calculated values
highest occupied orbital energy (alpha / beta)	-0.247 / -0.337	Ha
multiplicity	3
orbital gap (alpha / beta)	7.689 / 7.378	eV
⟨S²⟩	2.03
charge	0

```
10
C5H4O (ωB97M-V/def2-TZVPD)
C 0.738 0.887 -1.077
C 1.559 1.729 -2.171
C 0.093 0.124 -0.053
C -0.459 -0.543 0.907
C -1.349 -1.582 1.554
O -0.542 -0.614 2.268
H 1.611 1.290 -3.190
H 1.692 2.756 -1.722
H -2.460 -1.481 1.842
H -0.881 -2.565 1.641
```

---

ii) Here is the molecule C5H4O from OMol25. Energies are from ωB97M-V/def2-TZVPD.

Calculated values
highest occupied orbital energy (alpha / beta)	-0.221 / -0.350	Ha
multiplicity	3
orbital gap (alpha / beta)	7.057 / 8.019	eV
⟨S²⟩	2.02
charge	0

```
10
C5H4O (ωB97M-V/def2-TZVPD)
C -0.596 1.103 -0.049
C -0.501 0.756 1.275
C -0.259 -0.119 -0.764
C 0.033 -1.096 0.249
C 0.783 -1.086 -1.114
O -0.147 -0.533 1.470
H -0.901 2.121 -0.371
H -0.688 1.473 2.114
H 0.424 -1.878 -1.718
H 1.852 -0.741 -1.092
```

---

Most favorable first, least favorable last: ii), i)

---

i) Here is a cluster of 3 separate species, C2H12N2O2 in total from OMol25. Energies are from ωB97M-V/def2-TZVPD.

Calculated values
highest occupied orbital energy	-0.351	Ha
SMILES string	NCCN.O.O
multiplicity	1
orbital gap	10.120	eV
charge	0

```
18
C2H12N2O2 (ωB97M-V/def2-TZVPD)
C -0.639 1.273 0.575
C -0.727 0.175 1.645
N 0.459 -0.718 1.649
N -1.119 0.817 -0.759
H -1.138 2.192 0.886
H 0.422 1.479 0.433
H -0.728 0.703 2.597
H -1.633 -0.398 1.466
H 1.103 -0.424 0.918
H 0.191 -1.646 1.331
H -1.600 1.583 -1.216
H -1.870 0.140 -0.633
H 2.187 0.806 -1.546
H 2.001 -0.697 -1.547
O 2.677 -0.014 -1.387
H -0.146 -1.015 -1.477
H 0.110 -2.510 -1.230
O 0.450 -1.745 -1.705
```

---

ii) Here is a cluster of 3 separate species, C2H12N2O2 in total from OMol25. Energies are from ωB97M-V/def2-TZVPD.

Calculated values
highest occupied orbital energy	-0.348	Ha
SMILES string	CNCN.O.O
multiplicity	1
orbital gap	10.209	eV
charge	0

```
18
C2H12N2O2 (ωB97M-V/def2-TZVPD)
C 0.379 -0.290 2.446
N 0.519 0.114 0.912
C -0.840 0.116 0.199
N -1.070 -0.884 -0.749
H 0.460 -1.401 2.431
H 1.278 0.012 3.026
H -0.543 0.028 3.069
H 1.096 0.891 0.842
H -0.970 1.152 -0.375
H -1.540 0.302 1.076
H -0.364 -1.004 -1.464
H -1.344 -1.844 -0.455
H -2.006 0.411 -2.628
H -1.755 1.905 -2.803
O -1.778 1.052 -3.244
H 2.794 0.096 -0.011
H 2.485 -0.450 -1.426
O 3.198 -0.207 -0.846
```

---

Most favorable first, least favorable last: i), ii)

---

i) Here is a structure of composition C3H6IN from OMol25. Energies are from ωB97M-V/def2-TZVPD.

Calculated values
highest occupied orbital energy (alpha / beta)	-0.336 / -0.336	Ha
multiplicity	1
orbital gap (alpha / beta)	7.234 / 7.235	eV
charge	0

```
11
C3H6IN (ωB97M-V/def2-TZVPD)
C -0.022 0.326 -0.234
C 1.038 0.742 0.760
C -0.564 -0.991 0.024
N -0.143 1.183 -1.152
I -1.638 0.259 -3.225
H 1.963 1.324 0.476
H 0.530 1.392 1.589
H 1.432 -0.179 1.305
H -0.056 -1.825 0.141
H -1.391 -1.334 -0.702
H -1.149 -0.895 1.018
```

---

ii) Here is a cluster of 2 separate species, C3H6IN in total from OMol25. Energies are from ωB97M-V/def2-TZVPD.

Calculated values
highest occupied orbital energy	-0.326	Ha
SMILES string	C=CI.C=N
multiplicity	1
orbital gap	9.339	eV
charge	0

```
11
C3H6IN (ωB97M-V/def2-TZVPD)
C 1.036 -1.155 0.267
C 1.230 -1.368 1.599
C -1.869 1.530 -1.007
N -0.623 1.173 -0.653
I 2.412 -0.994 -1.392
H -0.217 1.996 -0.853
H 0.716 -2.114 2.110
H 2.283 -1.358 1.809
H 0.099 -0.994 -0.077
H -2.403 2.478 -1.022
H -2.665 0.807 -0.781
```

---

Most favorable first, least favorable last: i), ii)